[1]
C58H68InN5O5S4Si3 | the ωB97M-V functional and the def2-TZVPD basis

For the energy above the lowest of the compared OMol25 structures with the same formula, charge and spin, the calculation gives 0.0 kJ/mol. As for the orbital gap: 6.0 eV. The value obtained for the largest force on an atom is 0.794 eV/Å. For the LUMO energy, the calculation gives 3.637 eV. The charge is -2.

Each line ends with the Mulliken charge.
Atoms and positions in Å:
In (-0.477, 0.523, 0.636)  0.943
C (5.359, 2.973, -0.976)  -0.986
C (5.141, 3.140, -2.455)  0.984
C (5.769, 4.175, -3.142)  -0.858
C (5.726, 4.275, -4.524)  -0.686
C (5.052, 3.305, -5.253)  -0.810
C (4.390, 2.287, -4.588)  -0.838
C (4.398, 2.209, -3.195)  0.434
N (3.718, 1.140, -2.571)  0.501
C (2.493, 1.246, -1.866)  -0.640
N (2.222, 2.517, -1.459)  1.149
C (1.123, 3.147, -0.831)  -0.336
C (0.092, 2.524, -0.112)  0.488
C (-0.883, 3.383, 0.411)  0.523
C (-0.862, 4.760, 0.276)  -1.648
C (0.175, 5.340, -0.425)  -1.244
C (1.164, 4.552, -0.989)  1.765
C (2.267, 5.240, -1.760)  -1.691
N (1.759, 0.236, -1.647)  1.715
C (2.174, -0.976, -2.239)  -1.010
C (2.762, -1.979, -1.473)  -0.334
C (3.200, -3.155, -2.060)  -0.801
C (3.056, -3.347, -3.426)  -1.087
C (2.445, -2.363, -4.188)  -0.891
C (1.993, -1.179, -3.615)  1.732
C (1.289, -0.157, -4.453)  -0.910
H (6.029, 3.747, -0.602)  0.466
H (5.812, 1.999, -0.785)  0.319
H (4.438, 3.002, -0.393)  0.186
H (6.327, 4.908, -2.570)  0.352
H (6.230, 5.091, -5.027)  0.386
H (5.029, 3.345, -6.335)  0.407
H (3.845, 1.536, -5.146)  0.418
H (3.707, 0.292, -3.127)  0.475
H (2.848, 3.180, -1.877)  -0.939
H (-1.711, 2.940, 0.938)  -0.329
H (-1.656, 5.364, 0.699)  0.433
H (0.224, 6.417, -0.551)  0.299
H (2.077, 6.312, -1.792)  0.433
H (2.337, 4.891, -2.796)  0.269
H (3.250, 5.100, -1.298)  0.196
H (2.832, -1.857, -0.399)  0.051
H (3.626, -3.931, -1.436)  0.349
H (3.372, -4.275, -3.888)  0.328
H (2.278, -2.521, -5.246)  0.298
H (0.695, -0.670, -5.201)  0.597
H (1.987, 0.515, -4.968)  -0.025
H (0.626, 0.444, -3.837)  -0.305
C (-5.370, 1.348, -6.727)  -1.539
C (-4.432, 0.337, -6.121)  1.282
C (-4.891, -0.639, -5.247)  -0.939
C (-4.019, -1.563, -4.685)  -0.272
C (-2.670, -1.509, -4.974)  -0.996
C (-2.204, -0.567, -5.880)  0.096
C (-3.077, 0.350, -6.442)  -0.874
S (-1.575, -2.722, -4.250)  1.321
O (-2.400, -3.916, -4.050)  -0.866
O (-0.534, -2.921, -5.266)  -0.800
N (-1.122, -2.021, -2.937)  0.550
C (-0.436, -2.959, -2.058)  -2.706
C (-0.032, -2.569, -0.628)  -0.254
O (0.445, -3.498, 0.022)  -0.811
O (-0.127, -1.379, -0.102)  0.875
H (-6.380, 1.231, -6.332)  0.344
H (-5.417, 1.241, -7.814)  0.344
H (-5.039, 2.366, -6.511)  0.314
H (-5.945, -0.675, -4.991)  0.260
H (-4.371, -2.331, -4.013)  0.606
H (-1.159, -0.575, -6.153)  0.459
H (-2.700, 1.098, -7.133)  0.333
H (0.514, -3.305, -2.488)  0.407
H (-1.034, -3.865, -1.893)  0.744
C (-2.008, 1.199, 5.591)  -1.233
Si (-2.123, 0.962, 3.691)  0.353
C (-3.540, -0.263, 3.575)  -0.675
C (-2.613, 2.734, 3.264)  -0.676
C (-0.491, 0.308, 3.018)  2.583
Si (-0.278, -1.530, 3.385)  0.643
C (1.449, -2.160, 2.987)  -0.755
C (-0.510, -1.936, 5.235)  -1.250
C (-1.481, -2.722, 2.575)  -0.818
Si (0.914, 1.285, 3.737)  -0.324
C (1.337, 0.914, 5.556)  -1.545
C (0.808, 3.165, 3.657)  -1.047
C (2.619, 0.927, 2.949)  -0.420
C (3.763, 0.959, 3.758)  -0.420
C (4.999, 0.616, 3.244)  -0.755
C (5.073, 0.260, 1.912)  -1.572
C (3.912, 0.308, 1.158)  -0.144
N (2.710, 0.625, 1.644)  1.454
H (-3.012, 1.429, 5.963)  0.390
H (-1.365, 2.044, 5.856)  0.262
H (-1.648, 0.319, 6.126)  0.336
H (-4.455, 0.198, 3.951)  0.475
H (-3.324, -1.136, 4.196)  0.311
H (-3.721, -0.596, 2.554)  -0.082
H (-3.410, 3.035, 3.950)  0.530
H (-2.974, 2.858, 2.250)  -0.213
H (-1.770, 3.410, 3.408)  0.244
H (2.251, -1.574, 3.444)  0.278
H (1.591, -2.173, 1.905)  -0.288
H (1.532, -3.191, 3.342)  0.546
H (0.093, -1.323, 5.905)  0.293
H (-0.219, -2.981, 5.382)  0.364
H (-1.554, -1.840, 5.543)  0.313
H (-1.040, -3.133, 1.670)  0.173
H (-2.442, -2.277, 2.322)  0.104
H (-1.670, -3.546, 3.270)  0.592
H (0.444, 0.815, 6.171)  0.398
H (1.939, 1.725, 5.976)  0.416
H (1.905, -0.015, 5.644)  0.418
H (0.038, 3.568, 4.318)  0.348
H (0.606, 3.518, 2.643)  -0.002
H (1.772, 3.570, 3.977)  0.441
H (3.671, 1.232, 4.799)  0.400
H (5.882, 0.616, 3.873)  0.411
H (6.005, -0.045, 1.454)  0.475
H (3.952, 0.076, 0.106)  0.458
O (-2.683, 0.870, 0.673)  -1.853
C (-3.644, 0.822, -0.343)  2.059
C (-4.044, -0.629, -0.653)  -0.274
C (-3.317, -1.740, -0.376)  0.754
C (-3.969, -2.957, -0.715)  -1.036
C (-5.211, -2.750, -1.220)  -0.757
S (-5.591, -1.080, -1.288)  -0.152
C (-3.095, 1.532, -1.580)  -0.145
C (-2.143, 1.046, -2.424)  0.696
C (-1.633, 2.042, -3.307)  -1.114
C (-2.198, 3.261, -3.111)  -0.864
S (-3.375, 3.214, -1.871)  -0.210
C (-4.958, 1.515, 0.053)  -0.489
C (-5.954, 1.902, -0.803)  -0.257
C (-7.108, 2.397, -0.144)  -1.261
C (-6.970, 2.375, 1.210)  -0.602
S (-5.446, 1.757, 1.673)  0.075
H (-2.324, -1.691, 0.027)  -0.338
H (-3.521, -3.932, -0.587)  0.384
H (-5.916, -3.477, -1.595)  0.464
H (-1.840, -0.001, -2.443)  0.465
H (-0.881, 1.848, -4.057)  0.533
H (-2.010, 4.182, -3.642)  0.512
H (-5.862, 1.827, -1.877)  0.747
H (-7.993, 2.748, -0.657)  0.405
H (-7.674, 2.701, 1.960)  0.464



[2]
H16O8 | the ωB97M-V functional and the def2-TZVPD basis

For the energy above the lowest of the compared OMol25 structures with the same formula, charge and spin, the calculation gives 424.1 kJ/mol. As for the orbital gap: 11.5 eV. The value obtained for the largest force on an atom is 13.063 eV/Å. For the LUMO energy, the calculation gives 0.294 eV. Its SMILES is O.O.O.O.O.O.O.O. The charge is 0.

Each line ends with the Mulliken charge.
Atoms and positions in Å:
O (-0.493, 1.450, 2.826)  -0.583
H (-0.135, 2.237, 3.285)  0.311
H (0.238, 1.388, 2.247)  0.283
O (0.352, -0.129, -3.088)  -0.641
H (0.982, -0.828, -3.329)  0.296
H (0.238, -0.263, -2.130)  0.410
O (2.640, 0.064, 1.261)  -0.636
H (2.808, 0.919, 0.900)  0.304
H (1.708, -0.275, 1.065)  0.257
O (0.048, -0.163, -0.277)  -0.461
H (-0.070, -0.931, 0.043)  0.307
H (-0.692, 0.116, -0.492)  0.212
O (-2.420, 0.978, -1.218)  -0.679
H (-2.819, 1.737, -0.793)  0.316
H (-1.859, 1.236, -1.957)  0.311
O (0.284, 3.004, -0.028)  -0.564
H (0.579, 3.829, -0.099)  0.252
H (0.653, 2.400, -0.799)  0.333
O (0.747, -3.306, -0.631)  -0.587
H (0.587, -3.868, -1.406)  0.319
H (-0.006, -3.392, -0.153)  0.287
O (-1.126, -2.363, 1.304)  -0.681
H (-0.481, -2.200, 1.875)  0.307
H (-1.769, -1.632, 1.591)  0.328



[3]
C10H24NSi | the ωB97M-V functional and the def2-TZVPD basis

As for the orbital gap (alpha / beta): 5.9 / 4.2 eV. The value obtained for the largest force on an atom is 7.531 eV/Å. For the LUMO energy (alpha / beta), the calculation gives -2.524 / -9.542 eV. The multiplicity is 3. The charge is +1.

Each line ends with the Mulliken spin population.
Atoms and positions in Å:
C (2.519, -0.137, -0.318)  0.017
C (1.677, -1.319, -0.740)  0.049
C (1.790, 1.162, -0.729)  0.048
C (0.369, -1.265, 0.038)  0.025
C (0.460, 1.322, 0.089)  0.014
C (-0.604, -2.217, -0.931)  0.065
C (0.487, -1.896, 1.383)  -0.018
C (-0.243, 2.477, -0.608)  0.035
C (0.787, 1.670, 1.452)  -0.006
C (-1.876, 0.135, 0.723)  1.084
N (-0.307, 0.043, -0.105)  0.259
Si (-3.260, 0.057, -0.603)  0.175
H (2.697, -0.174, 0.710)  0.009
H (3.524, -0.127, -0.696)  0.017
H (1.421, -1.228, -1.872)  -0.008
H (2.311, -2.189, -0.697)  -0.003
H (2.407, 2.045, -0.449)  0.001
H (1.620, 1.008, -1.790)  -0.001
H (-1.577, -2.209, -0.535)  0.002
H (-0.343, -3.262, -1.009)  -0.001
H (-0.598, -1.840, -2.019)  0.003
H (1.132, -1.579, 2.228)  0.006
H (0.806, -2.904, 1.159)  -0.001
H (-0.477, -2.039, 1.850)  0.019
H (0.577, 3.133, -1.064)  0.004
H (-0.882, 3.197, -0.044)  0.000
H (-0.742, 2.119, -1.505)  -0.004
H (1.747, 1.985, 1.708)  0.004
H (0.592, 0.854, 2.173)  0.003
H (0.207, 2.599, 1.914)  0.008
H (-1.920, -0.701, 1.441)  -0.002
H (-1.734, 1.070, 1.405)  -0.055
H (-0.396, 0.065, -1.205)  -0.030
H (-2.248, 0.449, -1.747)  0.262
H (-3.954, -1.274, -0.659)  0.008
H (-4.316, 1.038, -0.227)  0.012



For the records above, the corresponding total energy values read -151091.461 -16637.615 -20110.930 eV.